(1)
DFT (the ωB97M-V functional and the def2-TZVPD basis) results for 2 unconnected molecules or ions with the total composition CH3BrI2OSi in a non-equilibrium geometry.

Positions of all 9 atoms, in Å:
C: 0.60321 0.49401 0.97469
O: 1.47998 -0.38929 0.42624
Si: 2.95051 -0.78244 0.29347
Br: 3.15994 2.50051 -1.83844
I: 4.08042 -0.78426 2.45425
I: 3.13102 -2.84552 -1.06850
H: 0.84154 1.57594 0.62944
H: 0.63195 0.35494 2.04268
H: -0.36899 0.30832 0.63749

## Properties
- Energy relative to the best compared isomer or geometry (same formula, charge and spin): 3.443 eV
- HOMO energy (alpha / beta): -8.3 / -8.3 eV
- Net charge: 0
- Kohn-Sham gap (alpha / beta): 5.0 / 5.0 eV

***

(2)
DFT (the ωB97M-V functional and the def2-TZVPD basis) results for 2 unconnected molecules or ions with the total composition CH3BrNO3S in a non-equilibrium geometry.

Positions of all 10 atoms, in Å:
C: 0.22232 0.07933 0.94922
N: -2.84337 1.45483 0.70503
O: 2.67931 1.11038 0.42867
O: 1.83942 -1.19383 0.24973
O: 2.33211 -0.31341 2.54781
S: 1.98569 0.04006 1.14892
Br: -2.92117 -0.29296 0.95744
H: -0.34483 0.40699 0.09599
H: -0.02589 -0.53755 1.77269
H: -1.92340 1.74513 0.81025

## Properties
- Energy relative to the best compared isomer or geometry (same formula, charge and spin): 3.713 eV
- HOMO energy (alpha / beta): -3.5 / -5.1 eV
- Net charge: -1
- Kohn-Sham gap (alpha / beta): 5.0 / 8.1 eV

***

(3)
DFT (the ωB97M-V functional and the def2-TZVPD basis) results for 2 unconnected molecules or ions with the total composition CH3BrO2 in a non-equilibrium geometry.

Positions of all 7 atoms, in Å:
C: 0.19425 1.11217 -0.77306
O: -0.14392 -1.48384 1.18965
O: 0.13866 -1.34002 -0.14952
Br: 0.54681 1.39574 0.93779
H: 1.01729 0.92532 -1.48058
H: -0.81500 1.43318 -1.11743
H: -0.93811 -2.04255 1.39315

## Properties
- Energy relative to the best compared isomer or geometry (same formula, charge and spin): 6.145 eV
- HOMO energy (alpha / beta): -8.1 / -10.4 eV
- Net charge: 0
- Kohn-Sham gap (alpha / beta): 7.3 / 10.4 eV

***

(4)
DFT (the ωB97M-V functional and the def2-TZVPD basis) results for 2 unconnected molecules or ions with the total composition CH3BrOS in a non-equilibrium geometry.

Positions of all 7 atoms, in Å:
C: -0.03878 -0.02276 -0.05669
O: 2.77181 2.10646 0.55485
S: 2.60084 1.15181 -0.52558
Br: 3.59749 -0.67648 0.08856
H: -0.36402 0.94300 -0.09362
H: 0.54069 -0.25853 0.77069
H: -0.60792 -0.80284 -0.59265

## Properties
- Energy relative to the best compared isomer or geometry (same formula, charge and spin): 2.273 eV
- HOMO energy (alpha / beta): -9.0 / -9.2 eV
- Net charge: 0
- Kohn-Sham gap (alpha / beta): 8.8 / 8.0 eV

***

(5)
DFT (the ωB97M-V functional and the def2-TZVPD basis) results for CH3BrS in the gas phase in a non-equilibrium geometry.

Positions of all 6 atoms, in Å:
C: -0.34520 -0.23164 0.52495
S: 1.35436 -0.00711 -0.13757
Br: 1.07193 1.25516 -1.88546
H: -0.33548 -0.83520 1.43080
H: -0.75456 -0.92547 -0.27630
H: -0.99105 0.74426 0.34357

## Properties
- Energy relative to the best compared isomer or geometry (same formula, charge and spin): 0.205 eV
- HOMO energy: -8.8 eV
- Net charge: 0
- Kohn-Sham gap: 8.7 eV
- Structure (SMILES): CSBr

***

(6)
DFT (the ωB97M-V functional and the def2-TZVPD basis) results for CH3Cl2FN2O2S2 in the gas phase in a non-equilibrium geometry.

Positions of all 13 atoms, in Å:
C: -2.29269 0.33621 0.16879
N: 1.43952 -1.44350 -0.64442
N: 0.19072 0.90588 0.54347
O: 2.15294 0.88049 -1.25003
O: 2.91564 0.02847 0.89778
F: 0.55879 2.15691 1.06176
S: -0.84776 0.97931 -0.72305
S: 1.99691 0.03194 -0.14645
Cl: -1.97030 -1.30278 0.67337
Cl: -3.71780 0.37929 -0.93227
H: -2.63690 0.72808 1.15953
H: 0.42713 -1.47044 -0.67833
H: 1.78379 -2.20987 -0.13015

## Properties
- Energy relative to the best compared isomer or geometry (same formula, charge and spin): 2.347 eV
- HOMO energy: -10.1 eV
- Net charge: 0
- Kohn-Sham gap: 9.8 eV
- Structure (SMILES): NS(=O)(=O)N(F)SC(Cl)Cl

***

(7)
DFT (the ωB97M-V functional and the def2-TZVPD basis) results for a molecular structure, CH3Cl2N4 in a non-equilibrium geometry.

Positions of all 10 atoms, in Å:
C: 1.64061 -0.34338 0.22171
N: 2.10650 -0.30963 -0.88124
N: -1.47108 -0.92620 -0.16883
N: -1.47395 0.25576 0.20735
N: -0.56520 0.96881 0.63953
Cl: -0.06419 -1.85068 0.15753
Cl: -3.08791 0.92951 -0.17627
H: 1.47063 0.10411 1.12084
H: 2.17080 -0.78703 -1.74016
H: -0.72622 1.95873 0.61955

## Properties
- Energy relative to the best compared isomer or geometry (same formula, charge and spin): 3.808 eV
- HOMO energy: -14.4 eV
- Net charge: +1
- Kohn-Sham gap: 9.0 eV

***

(8)
DFT (the ωB97M-V functional and the def2-TZVPD basis) results for 2 unconnected molecules or ions with the total composition CH3Cl2O3P in a non-equilibrium geometry.

Positions of all 10 atoms, in Å:
C: 0.53583 1.40977 2.10772
O: -0.38624 0.93070 -0.04643
O: -1.52552 -0.86714 -1.14062
O: 0.99250 -0.33250 -1.56143
P: -0.10731 -0.61819 -0.32792
Cl: 1.96745 0.92781 1.44093
Cl: -0.50224 0.12577 2.65317
H: -1.24197 1.19445 -0.42056
H: -1.55691 -1.83612 -1.19340
H: 1.82440 -0.93455 -1.51147

## Properties
- Energy relative to the best compared isomer or geometry (same formula, charge and spin): 2.711 eV
- HOMO energy: -8.9 eV
- Net charge: 0
- Kohn-Sham gap: 8.5 eV

***

(9)
DFT (the ωB97M-V functional and the def2-TZVPD basis) results for CH3Cl2OPS in the gas phase in a non-equilibrium geometry.

Positions of all 9 atoms, in Å:
C: -1.43352 0.23629 0.59158
O: 2.26407 0.04689 -1.60859
P: -0.32590 -1.10859 0.00730
S: 1.74417 0.38666 -0.28543
Cl: -0.60073 0.90790 2.03098
Cl: -0.58571 -1.08376 -1.91146
H: -2.34785 -0.28841 0.89813
H: -1.58387 0.84024 -0.30115
H: 2.86934 0.06279 0.57864

## Properties
- Energy relative to the best compared isomer or geometry (same formula, charge and spin): 4.386 eV
- HOMO energy: -8.3 eV
- Net charge: 0
- Kohn-Sham gap: 7.7 eV
- Structure (SMILES): O=[SH]#P(Cl)CCl

***

(10)
DFT (the ωB97M-V functional and the def2-TZVPD basis) results for 2 unconnected molecules or ions with the total composition CH3Cl2P in a non-equilibrium geometry.

Positions of all 7 atoms, in Å:
C: 0.40617 -0.28340 -1.98230
P: 1.50484 0.27286 -0.86218
Cl: -1.24017 0.26402 -2.25851
Cl: -0.87507 -0.28385 3.28797
H: -0.96539 0.02130 4.55408
H: 0.51586 -0.94288 -2.79830
H: 0.65377 0.95195 0.05923

## Properties
- Energy relative to the best compared isomer or geometry (same formula, charge and spin): 2.766 eV
- HOMO energy: -9.5 eV
- Net charge: 0
- Kohn-Sham gap: 9.2 eV
- Structure (SMILES): [H]/P=C\Cl.Cl

***

(11)
DFT (the ωB97M-V functional and the def2-TZVPD basis) results for a molecular structure, CH3Cl3KOSi.

Positions of all 10 atoms, in Å:
K: 0.29364 0.26703 0.93341
C: -2.31400 2.54273 -0.02155
O: -1.40395 1.68078 0.53282
H: -2.67224 3.32965 0.67160
H: -3.23647 2.04435 -0.38454
H: -1.92400 3.09079 -0.90305
Cl: 4.56428 -0.66378 1.15462
Si: 2.74380 -1.82947 0.82425
Cl: 2.26106 -2.26444 2.93122
Cl: 3.63410 -3.73214 0.28805

## Properties
- Energy relative to the best compared isomer or geometry (same formula, charge and spin): 0.000 eV
- HOMO energy: -4.4 eV
- Net charge: -1
- Kohn-Sham gap: 7.0 eV

***

(12)
DFT (the ωB97M-V functional and the def2-TZVPD basis) results for CH3ClF2Si in the gas phase in a non-equilibrium geometry.

Positions of all 8 atoms, in Å:
C: -1.08518 -1.09562 -1.84921
F: -0.49592 -2.27255 -2.05623
F: -2.34578 -1.43079 -1.51820
Si: -0.10165 -0.05380 -0.04939
Cl: -1.12032 -0.12828 -3.30393
H: -1.02665 1.11237 0.38862
H: 1.16749 0.48381 -0.58072
H: 0.22665 -0.89905 1.11018

## Properties
- Energy relative to the best compared isomer or geometry (same formula, charge and spin): 0.281 eV
- HOMO energy: -10.5 eV
- Net charge: 0
- Kohn-Sham gap: 10.9 eV
- Structure (SMILES): FC(F)([SiH3])Cl